A cluster of 11 separate species, C44H119N13O14 in total, computed with ωB97M-V/def2-TZVPD.

The energy above the lowest of the compared OMol25 structures with the same formula, charge and spin is 76.3 kcal per mole. For the HOMO-LUMO gap, the calculation gives 9.169 eV. The HOMO energy is -8.81 eV. The SMILES is COC[C@H](C)N.COC[C@H](C)N.COC[C@H](C)N.COC[C@H](C)N.COC[C@H](C)N.COC[C@H](C)N.COCCNCCOC.COCCNCCOC.COCCNCCOC.NC(N)=O.NC(N)=O. The calculation puts the calculated total energy at -3512.720962 Eh. The LUMO energy comes out at 0.0132 hartree.

Bonds (Å) are listed after each position.
Element x y z (Å)
1 C 2.30525 6.70126 -5.09744  O2 1.418, H7 1.096, H8 1.096, H9 1.092
2 O 1.29498 7.47662 -5.72167  C1 1.418, C3 1.437
3 C 0.32748 6.59330 -6.31336  O2 1.437, C4 1.547, H10 1.092, H11 1.096
4 C -0.80283 6.35097 -5.28557  C3 1.547, C5 1.551, N6 1.464, H12 1.090
5 C -2.04522 5.86595 -6.07758  C4 1.551, H13 1.086, H14 1.087, H15 1.094
6 N -1.21645 7.61209 -4.66807  C4 1.464, H16 1.007, H17 1.013
7 H 2.79671 7.41822 -4.42983  C1 1.096
8 H 3.06403 6.42828 -5.84037  C1 1.096
9 H 2.04901 5.83101 -4.48900  C1 1.092
10 H 0.00351 7.07589 -7.23759  C3 1.092
11 H 0.77572 5.62495 -6.56231  C3 1.096
12 H -0.49565 5.60907 -4.54872  C4 1.090
13 H -2.55486 6.72035 -6.51388  C5 1.086
14 H -2.61469 5.21578 -5.41849  C5 1.087
15 H -1.67352 5.28893 -6.93009  C5 1.094
16 H -1.87722 8.15128 -5.20295  N6 1.007
17 H -0.39050 8.17079 -4.48985  N6 1.013
18 C 5.75495 5.23188 -1.15838  O19 1.395, H24 1.102, H25 1.089, H26 1.093
19 O 5.18438 4.02958 -1.57620  C18 1.395, C20 1.435
20 C 3.76551 4.10759 -1.77498  O19 1.435, C21 1.515, H27 1.096, H28 1.099
21 C 3.28441 2.80314 -2.37659  C20 1.515, C22 1.498, N23 1.463, H29 1.100
22 C 1.93746 2.90119 -3.02586  C21 1.498, H30 1.094, H31 1.091, H32 1.094
23 N 3.28028 1.70873 -1.40565  C21 1.463, H33 1.019, H34 1.018
24 H 5.76256 6.04608 -1.90095  C18 1.102
25 H 6.82132 5.06415 -1.01112  C18 1.089
26 H 5.27607 5.68240 -0.28466  C18 1.093
27 H 3.22871 4.43191 -0.87645  C20 1.096
28 H 3.71416 4.93111 -2.50058  C20 1.099
29 H 4.12241 2.61609 -3.06477  C21 1.100
30 H 1.86956 3.47696 -3.95380  C22 1.094
31 H 1.20546 3.30055 -2.32175  C22 1.091
32 H 1.58751 1.93187 -3.39351  C22 1.094
33 H 4.14915 1.70647 -0.87320  N23 1.019
34 H 3.37310 0.82276 -1.89824  N23 1.018
35 C 2.46787 -6.65155 2.13594  O36 1.400, H41 1.093, H42 1.090, H43 1.099
36 O 3.71134 -7.15674 1.73652  C35 1.400, C37 1.427
37 C 4.77343 -6.20434 1.70087  O36 1.427, C38 1.541, H44 1.095, H45 1.088
38 C 4.60112 -5.13074 0.60835  C37 1.541, C39 1.520, N40 1.446, H46 1.101
39 C 4.47383 -5.81886 -0.74076  C38 1.520, H47 1.091, H48 1.091, H49 1.101
40 N 5.72070 -4.21653 0.62670  C38 1.446, H50 1.012, H51 1.009
41 H 1.68233 -7.32573 1.78402  C35 1.093
42 H 2.19886 -5.69366 1.68994  C35 1.090
43 H 2.31535 -6.67726 3.22357  C35 1.099
44 H 4.83737 -5.68567 2.66270  C37 1.095
45 H 5.62639 -6.83839 1.46704  C37 1.088
46 H 3.60981 -4.71812 0.85004  C38 1.101
47 H 4.60529 -5.32071 -1.70297  C39 1.091
48 H 3.60458 -6.47702 -0.77848  C39 1.091
49 H 5.31006 -6.53386 -0.79128  C39 1.101
50 H 5.98111 -3.94504 1.56572  N40 1.012
51 H 5.58329 -3.39661 0.05496  N40 1.009
52 C -2.40207 3.09853 3.73443  O53 1.428, H58 1.090, H59 1.093, H60 1.089
53 O -1.02259 2.77131 3.90904  C52 1.428, C54 1.416
54 C -0.31363 2.85275 2.68628  O53 1.416, C55 1.509, H61 1.099, H62 1.101
55 C -0.07528 4.23176 2.12312  C54 1.509, C56 1.555, N57 1.492, H63 1.088
56 C 0.91837 4.10355 0.93413  C55 1.555, H64 1.089, H65 1.090, H66 1.091
57 N 0.67779 5.07117 3.10021  C55 1.492, H67 1.011, H68 1.013
58 H -2.83609 3.12357 4.73438  C52 1.090
59 H -2.87937 2.26009 3.22088  C52 1.093
60 H -2.61325 4.03279 3.21675  C52 1.089
61 H 0.64052 2.36246 2.92636  C54 1.099
62 H -0.70906 2.14150 1.94410  C54 1.101
63 H -0.99371 4.73746 1.83120  C55 1.088
64 H 0.93024 5.06783 0.42830  C56 1.089
65 H 0.67139 3.21217 0.35726  C56 1.090
66 H 1.93418 3.97516 1.31131  C56 1.091
67 H 1.58503 4.63334 3.18002  N57 1.011
68 H 0.21124 5.07475 3.99973  N57 1.013
69 C 0.00124 -0.44195 5.32927  O70 1.428, H75 1.091, H76 1.090, H77 1.095
70 O 0.48391 -1.77160 5.52763  C69 1.428, C71 1.415
71 C 1.51626 -1.80761 6.49495  O70 1.415, C72 1.533, H78 1.099, H79 1.095
72 C 2.06233 -3.23978 6.50770  C71 1.533, C73 1.525, N74 1.489, H80 1.095
73 C 2.72604 -3.83774 5.27142  C72 1.525, H81 1.095, H82 1.091, H83 1.088
74 N 0.96415 -4.16343 6.90584  C72 1.489, H84 1.016, H85 1.016
75 H -0.28722 -0.10327 6.32588  C69 1.091
76 H -0.82731 -0.38875 4.62356  C69 1.090
77 H 0.78623 0.15461 4.85354  C69 1.095
78 H 2.30977 -1.11128 6.19075  C71 1.099
79 H 1.15662 -1.51409 7.48614  C71 1.095
80 H 2.78028 -3.27456 7.33343  C72 1.095
81 H 1.97367 -4.14063 4.53608  C73 1.095
82 H 3.03923 -4.83837 5.57404  C73 1.091
83 H 3.48042 -3.18682 4.83561  C73 1.088
84 H 0.78721 -4.00203 7.89276  N74 1.016
85 H 0.12213 -3.86242 6.42376  N74 1.016
86 C -3.99768 -5.86893 6.38653  O87 1.413, H92 1.097, H93 1.091, H94 1.093
87 O -4.19052 -4.64585 5.70476  C86 1.413, C88 1.393
88 C -3.90583 -3.53840 6.49990  O87 1.393, C89 1.537, H95 1.101, H96 1.103
89 C -4.04431 -2.25800 5.66167  C88 1.537, C90 1.547, N91 1.470, H97 1.091
90 C -5.55710 -1.94306 5.59866  C89 1.547, H98 1.090, H99 1.091, H100 1.092
91 N -3.58117 -2.31057 4.26708  C89 1.470, H101 1.023, H102 1.019
92 H -2.94820 -5.94976 6.69722  C86 1.097
93 H -4.10371 -6.64649 5.62815  C86 1.091
94 H -4.71205 -5.95237 7.20954  C86 1.093
95 H -4.56437 -3.46429 7.37898  C88 1.101
96 H -2.93443 -3.54797 7.02275  C88 1.103
97 H -3.59405 -1.35218 6.07062  C89 1.091
98 H -5.93594 -1.50149 6.51989  C90 1.090
99 H -6.14010 -2.80515 5.27157  C90 1.091
100 H -5.69443 -1.21332 4.79753  C90 1.092
101 H -3.55005 -3.29778 3.99991  N91 1.023
102 H -2.58940 -2.10083 4.15962  N91 1.019
103 C 0.56865 -2.75283 2.15702  O104 1.415, H112 1.093, H113 1.096, H114 1.093
104 O 0.28392 -1.94882 1.02855  C103 1.415, C105 1.411
105 C 0.64888 -0.59570 1.19124  O104 1.411, C106 1.537, H115 1.093, H116 1.092
106 C -0.07612 0.21207 0.10242  C105 1.537, N107 1.489, H117 1.096, H118 1.098
107 N -1.55168 0.24971 0.29924  C106 1.489, C108 1.467, H119 1.018
108 C -2.20940 0.71634 -0.92667  N107 1.467, C109 1.518, H120 1.098, H121 1.093
109 C -1.90000 2.13976 -1.35543  C108 1.518, O110 1.405, H122 1.100, H123 1.101
110 O -2.73568 2.65344 -2.36138  C109 1.405, C111 1.422
111 C -2.61156 4.06985 -2.32418  O110 1.422, H124 1.088, H125 1.090, H126 1.099
112 H 1.59364 -2.67849 2.52912  C103 1.093
113 H 0.44191 -3.78751 1.81856  C103 1.096
114 H -0.14430 -2.67303 2.98213  C103 1.093
115 H 1.71474 -0.44761 1.00027  C105 1.093
116 H 0.27498 -0.16917 2.12486  C105 1.092
117 H 0.25191 0.08338 -0.93541  C106 1.096
118 H 0.19559 1.24887 0.34263  C106 1.098
119 H -1.77152 -0.72905 0.47228  N107 1.018
120 H -3.20304 0.86104 -0.48236  C108 1.098
121 H -2.27287 0.00613 -1.75493  C108 1.093
122 H -0.82758 2.27987 -1.55579  C109 1.100
123 H -2.04558 2.73335 -0.44000  C109 1.101
124 H -3.13404 4.64061 -3.08904  C111 1.088
125 H -1.56337 4.33898 -2.19641  C111 1.090
126 H -3.15848 4.41456 -1.43605  C111 1.099
127 C 8.31855 0.88057 -1.01003  O128 1.418, H136 1.094, H137 1.091, H138 1.092
128 O 7.56047 -0.31710 -0.97374  C127 1.418, C129 1.397
129 C 6.63764 -0.37284 -2.02097  O128 1.397, C130 1.525, H139 1.102, H140 1.096
130 C 5.32098 -1.06388 -1.68136  C129 1.525, N131 1.453, H141 1.092, H142 1.107
131 N 4.43213 -1.19369 -2.82301  C130 1.453, C132 1.467, H143 1.013
132 C 3.15476 -1.85412 -2.53208  N131 1.467, C133 1.527, H144 1.090, H145 1.100
133 C 2.54078 -2.11993 -3.90452  C132 1.527, O134 1.403, H146 1.095, H147 1.101
134 O 1.76105 -3.28169 -4.00344  C133 1.403, C135 1.419
135 C 0.85296 -3.33708 -5.09211  O134 1.419, H148 1.092, H149 1.089, H150 1.096
136 H 8.85547 0.87110 -1.96331  C127 1.094
137 H 9.10631 0.97959 -0.26244  C127 1.091
138 H 7.69193 1.76294 -0.86267  C127 1.092
139 H 7.05289 -0.98027 -2.84107  C129 1.102
140 H 6.45634 0.60661 -2.47763  C129 1.096
141 H 4.90614 -0.66637 -0.75248  C130 1.092
142 H 5.55277 -2.13001 -1.49449  C130 1.107
143 H 4.96152 -1.72759 -3.50126  N131 1.013
144 H 2.52855 -1.16283 -1.96866  C132 1.090
145 H 3.40470 -2.74741 -1.94169  C132 1.100
146 H 3.25869 -2.10687 -4.73084  C133 1.095
147 H 1.91290 -1.22660 -4.04806  C133 1.101
148 H 0.36293 -2.36395 -5.15909  C135 1.092
149 H 0.17224 -4.17848 -4.97010  C135 1.089
150 H 1.40296 -3.58979 -6.00640  C135 1.096
151 C -2.24898 -2.99839 -2.59642  O152 1.428, H160 1.086, H161 1.089, H162 1.095
152 O -3.35342 -2.74569 -3.46614  C151 1.428, C153 1.412
153 C -4.23903 -1.69040 -3.15497  O152 1.412, C154 1.529, H163 1.092, H164 1.097
154 C -4.80596 -1.78098 -1.73750  C153 1.529, N155 1.471, H165 1.099, H166 1.094
155 N -6.06242 -1.04454 -1.53387  C154 1.471, C156 1.467, H167 1.013
156 C -5.85546 0.40448 -1.63016  N155 1.467, C157 1.542, H168 1.088, H169 1.090
157 C -7.23354 1.01992 -1.94740  C156 1.542, O158 1.452, H170 1.094, H171 1.095
158 O -7.14522 2.46471 -2.06472  C157 1.452, C159 1.409
159 C -6.34473 2.86085 -3.15466  O158 1.409, H172 1.098, H173 1.096, H174 1.089
160 H -1.69803 -3.82307 -3.03960  C151 1.086
161 H -2.67129 -3.26059 -1.62786  C151 1.089
162 H -1.54384 -2.16562 -2.50821  C151 1.095
163 H -5.07644 -1.85303 -3.83594  C153 1.092
164 H -3.68118 -0.77434 -3.38345  C153 1.097
165 H -4.08636 -1.50826 -0.95277  C154 1.099
166 H -4.94666 -2.84158 -1.50911  C154 1.094
167 H -6.45029 -1.17971 -0.60761  N155 1.013
168 H -5.24937 0.60710 -2.51082  C156 1.088
169 H -5.47623 0.89777 -0.73549  C156 1.090
170 H -8.05585 0.81796 -1.25503  C157 1.094
171 H -7.69910 0.62119 -2.85487  C157 1.095
172 H -6.61960 2.43490 -4.12869  C159 1.098
173 H -5.28352 2.58850 -3.13093  C159 1.096
174 H -6.43297 3.94194 -3.24813  C159 1.089
175 N -6.71041 2.44542 0.73065  C176 1.368, H179 1.007, H180 1.008
176 C -5.68996 3.24936 1.15901  N175 1.368, N177 1.356, O178 1.232
177 N -5.34648 4.22898 0.28600  C176 1.356, H181 1.002, H182 1.006
178 O -5.09536 3.07116 2.22281  C176 1.232
179 H -7.25749 1.96403 1.42584  N175 1.007
180 H -7.28075 2.61220 -0.08400  N175 1.008
181 H -4.77792 4.96106 0.66664  N177 1.002
182 H -5.77254 4.18084 -0.62367  N177 1.006
183 N 0.81013 -3.85982 -1.00015  C184 1.352, H187 1.005, H188 1.008
184 C 0.67666 -5.20474 -1.00799  N183 1.352, N185 1.374, O186 1.225
185 N 0.87010 -5.72158 -2.26612  C184 1.374, H189 1.002, H190 1.005
186 O 0.36487 -5.89786 -0.04702  C184 1.225
187 H 0.93314 -3.46648 -1.91704  N183 1.005
188 H 0.79713 -3.25995 -0.19055  N183 1.008
189 H 0.70087 -6.70567 -2.35352  N185 1.002
190 H 0.94204 -5.09663 -3.04944  N185 1.005

Here are the Mulliken charges for atoms 1 to 8, given in e: number 1, C, carries -0.6068; number 2, O, carries -0.4595; number 3, C, carries -0.9665; number 4, C, carries 1.0508; number 5, C, carries -1.1406; number 6, N, carries -0.6496; number 7, H, carries 0.3215; number 8, H, carries 0.3687